The following is a DFT calculation (ωB97M-V/def2-TZVPD) of a molecular structure, C24H24Cl5N4O5SeTi.

Energy above the lowest of the compared OMol25 structures with the same formula, charge and spin   8.8 kcal/mol
E   -7076.1467 Ha
LUMO energy (alpha / beta)   -0.02230 / -0.02220 hartree
F_max   0.56 eV Å⁻¹
M   752.57 Da
2S+1   2
HOMO level (alpha / beta)   -7.96 / -7.97 eV

Atoms and positions in Å:
Ti (0.314, 0.527, -0.239)
C (-0.973, -4.142, -0.762)
C (-1.918, -3.024, -0.391)
C (-2.140, -2.657, 0.938)
C (-1.511, -3.410, 2.088)
C (-2.983, -1.575, 1.240)
C (-3.144, -1.176, 2.690)
C (-3.667, -0.910, 0.217)
C (-4.698, 0.161, 0.490)
C (-3.428, -1.269, -1.115)
C (-4.093, -0.522, -2.243)
C (-2.555, -2.313, -1.416)
C (-2.294, -2.639, -2.866)
H (-1.491, -4.942, -1.295)
H (-0.480, -4.584, 0.098)
H (-0.185, -3.775, -1.424)
H (-0.612, -2.904, 2.455)
H (-1.225, -4.421, 1.815)
H (-2.204, -3.494, 2.925)
H (-3.835, -1.838, 3.221)
H (-3.516, -0.162, 2.804)
H (-2.189, -1.227, 3.215)
H (-4.417, 1.120, 0.046)
H (-4.882, 0.317, 1.549)
H (-5.654, -0.114, 0.040)
H (-4.958, -1.070, -2.629)
H (-3.400, -0.377, -3.070)
H (-4.433, 0.464, -1.942)
H (-1.688, -1.854, -3.329)
H (-3.224, -2.697, -3.433)
H (-1.772, -3.582, -2.998)
N (2.499, 0.996, 3.412)
C (3.644, 0.544, 2.794)
C (3.322, 0.386, 1.483)
N (2.010, 0.732, 1.291)
C (1.542, 1.090, 2.467)
C (0.153, 1.493, 2.567)
N (-0.661, 1.228, 1.565)
C (-1.829, 1.904, 1.806)
C (-1.719, 2.564, 2.987)
N (-0.451, 2.295, 3.461)
H (2.390, 1.151, 4.399)
H (4.559, 0.384, 3.333)
H (3.944, 0.052, 0.670)
H (-2.640, 1.886, 1.099)
H (-2.407, 3.192, 3.522)
H (-0.034, 2.705, 4.278)
Cl (5.501, -3.828, -2.833)
C (4.170, -3.078, -2.044)
C (3.613, -1.912, -2.564)
Cl (4.256, -1.191, -3.984)
C (2.531, -1.327, -1.925)
Cl (1.843, 0.158, -2.483)
C (1.947, -1.880, -0.778)
O (0.897, -1.328, -0.221)
C (2.559, -3.020, -0.240)
Cl (1.957, -3.625, 1.254)
C (3.645, -3.618, -0.870)
Cl (4.351, -5.032, -0.193)
O (-2.026, 3.355, -1.226)
Se (-0.885, 2.404, -1.824)
O (0.495, 2.412, -0.803)
O (-1.246, 0.792, -1.445)
O (-0.435, 2.572, -3.346)